Below is a 5-piece molecular cluster, C11H17Cl8NO4 overall at a distorted geometry, with properties calculated with ωB97M-V/def2-TZVPD.

Computed properties:
* lowest unoccupied orbital energy: -0.68 eV
* structure (SMILES): NC[C@H](O)CC1=CC(=O)OC1=O.ClCCl.ClCCl.ClCCl.ClCCl
* E_tot: -4466.5929 Ha
* frontier orbital gap: 8.6842 eV

Geometry (Å):
N 2.261 0.594 -0.085
C 1.239 -0.358 -0.546
C -0.158 0.182 -0.208
O -0.134 1.059 0.914
C -1.154 -0.947 0.058
C -2.545 -0.450 -0.120
C -3.216 0.332 0.710
C -4.541 0.614 0.084
O -5.383 1.365 0.457
O -4.631 -0.130 -1.059
C -3.406 -0.726 -1.300
O -3.157 -1.317 -2.297
H 2.040 1.490 -0.507
H 3.156 0.326 -0.479
H 1.285 -0.433 -1.633
H 1.420 -1.331 -0.106
H -0.507 0.719 -1.091
H -0.661 1.826 0.664
H -0.985 -1.792 -0.603
H -1.045 -1.310 1.072
H -2.854 0.691 1.653
C 2.798 1.259 -4.458
Cl 1.855 2.373 -3.458
Cl 3.682 0.071 -3.495
H 2.120 0.731 -5.118
H 3.513 1.837 -5.029
C 1.873 4.692 0.720
Cl 1.290 4.319 -0.915
Cl 1.994 3.234 1.696
H 2.849 5.153 0.640
H 1.168 5.369 1.186
C -1.677 -4.929 1.470
Cl -0.089 -4.165 1.642
Cl -2.843 -3.896 0.624
H -1.550 -5.845 0.906
H -2.074 -5.145 2.455
C 1.495 -1.033 3.043
Cl 2.494 -2.335 2.387
Cl 2.060 -0.500 4.631
H 1.536 -0.194 2.355
H 0.480 -1.401 3.143

Atoms 1-6, force components in eV/Å:
-0.04 -0.43 -0.10
0.31 0.91 0.02
0.05 -0.41 -0.03
-0.34 -0.05 -0.32
-0.23 -0.09 -0.52
0.53 -0.27 0.43

Löwdin analysis output, partial charges in e: 0.00, -0.23, -0.35, -0.07, -0.12, -0.14, 0.11, -0.43, 0.17, 0.15, -0.39, 0.19, 0.00, 0.06, 0.09, 0.08, 0.15, 0.09, 0.11, 0.10, 0.14, -1.00, 0.50, 0.53, 0.03, 0.02, -0.99, 0.49, 0.57, 0.03, 0.02, -0.99, 0.52, 0.56, 0.03, 0.03, -1.03, 0.50, 0.52, -0.01, 0.01